# 1
The following is a DFT calculation (ωB97M-V with the def2-TZVPD basis set) of the molecule C7H15N3 in a non-equilibrium geometry.

As for the spin multiplicity: 1. The SMILES is [H]/N=C1\N(N)[C@@]1(C)C(C)(C)C. The charge is 0. Its orbital gap is 8.62 eV. As for the HOMO energy: -7.86 eV.

Geometry (Å):
N  -0.272  -1.768  2.073
N  1.062  -1.443  -0.271
N  2.461  -1.648  -0.331
C  0.389  -1.320  1.130
C  -1.781  -0.702  -0.767
C  -1.578  1.307  0.715
C  0.609  -0.166  0.328
C  1.602  0.874  0.793
C  -0.429  1.253  -1.532
C  -0.863  0.436  -0.315
H  -1.266  -1.363  -1.470
H  -0.984  2.180  1.000
H  0.089  -2.649  2.442
H  -2.673  -0.302  -1.264
H  2.058  1.361  -0.073
H  2.611  -2.582  -0.709
H  -1.818  0.741  1.620
H  2.861  -1.023  -1.033
H  -1.305  1.608  -2.088
H  1.128  1.615  1.440
H  2.405  0.428  1.388
H  0.157  2.132  -1.250
H  -2.516  1.697  0.301
H  0.180  0.639  -2.204
H  -2.126  -1.306  0.077

---

# 2
The following is a DFT calculation (ωB97M-V with the def2-TZVPD basis set) of a 2-piece molecular cluster, C7H15N3O overall in a non-equilibrium geometry.

As for the spin multiplicity: 1. The SMILES is C=NNC(N)=O.CC1(C)CC1. The charge is 0. Its orbital gap is 10.19 eV. As for the HOMO energy: -9.44 eV.

Geometry (Å):
O  -0.926  1.925  0.165
N  0.044  0.873  1.979
N  0.572  3.054  1.476
N  -0.411  -0.428  1.850
C  -0.846  -2.313  -1.568
C  1.509  -2.139  -0.627
C  -0.180  1.940  1.133
C  0.405  -1.471  -1.422
C  0.795  -0.587  -2.556
C  0.245  0.010  -1.293
C  -1.355  -0.703  1.065
H  -1.650  -1.743  1.055
H  1.873  -0.445  -2.775
H  1.178  -2.376  0.384
H  -0.626  -3.257  -2.094
H  0.870  0.944  2.573
H  2.397  -1.498  -0.550
H  1.823  -3.075  -1.109
H  0.768  3.206  2.455
H  -1.632  -1.791  -2.155
H  0.282  3.884  0.981
H  -1.271  -2.569  -0.605
H  -0.746  0.422  -1.332
H  0.949  0.551  -0.648
H  -1.868  0.022  0.429
H  0.178  -0.588  -3.452

---

# 3
The following is a DFT calculation (ωB97M-V with the def2-TZVPD basis set) of an isolated ion of composition C7H15N3O2 and charge +2 in a non-equilibrium geometry.

As for the spin multiplicity: 1. The charge is +2. Its orbital gap (spin up / spin down) is 8.37 / 7.49 eV. As for the HOMO energy (spin up / spin down): -18.78 / -18.29 eV.

Geometry (Å):
O  1.363  0.781  -1.463
O  -1.635  -2.259  -0.694
N  -0.946  -1.197  -0.901
N  -2.656  -0.115  0.394
N  0.864  0.309  -0.465
C  -0.467  1.911  1.009
C  -0.446  0.963  -0.125
C  -1.433  -0.136  -0.156
C  2.557  -1.439  -0.481
C  1.259  -1.015  1.642
C  -0.889  1.717  -1.357
C  1.538  -0.656  0.229
H  -1.368  2.403  1.132
H  -0.317  2.557  -1.715
H  2.574  -1.242  -1.595
H  2.696  -2.488  -0.199
H  -0.086  1.566  1.929
H  -0.740  1.016  -2.219
H  0.833  -1.947  1.793
H  0.225  2.769  0.835
H  -1.913  2.019  -1.067
H  2.261  -1.248  2.031
H  -3.270  -0.903  0.121
H  3.532  -0.930  -0.393
H  -3.120  0.875  0.589
H  -1.179  -2.965  -1.214
H  0.760  -0.343  2.341

---

Calculated energy above the lowest of the compared OMol25 structures with the same formula, charge and spin, 265.3 59.0 641.3 kJ/mol (same order as the records).